No. 1
DFT (ωB97M-V/def2-TZVPD) results for a structure of composition BH24NiO10 at a distorted geometry.

```
36
Properties=species:S:1:pos:R:3:mulliken_spin:R:1
H -17.52550 -14.59980 4.92140 0.04
O -19.23059 -13.19556 4.09825 0.04
O -19.09412 -16.16834 3.99452 0.02
H -16.91366 -11.36745 5.55363 0.00
H -17.60230 -10.34308 4.64521 0.00
H -17.75954 -11.93381 1.59147 0.00
O -17.74597 -11.19822 5.06858 0.00
H -16.72611 -13.68507 7.90428 0.00
H -14.21894 -10.81916 5.89146 0.00
B -16.45745 -14.37733 4.53078 0.01
H -15.49073 -18.69090 2.60276 0.00
H -19.74913 -16.81122 3.69132 0.00
H -17.42774 -14.16583 6.62098 0.00
O -15.09019 -11.23414 5.85918 0.00
H -17.17029 -15.93429 0.83869 0.00
H -18.89532 -16.41217 4.91137 0.00
H -14.51014 -10.30664 2.94421 0.00
H -16.07180 -16.40647 1.83690 0.00
O -13.27050 -14.83058 4.33762 0.00
O -15.95696 -17.93704 2.99158 0.00
O -16.73120 -15.68657 1.66542 0.02
O -17.39098 -12.75913 1.93415 0.03
H -16.68322 -12.48338 2.54080 0.00
O -17.47039 -14.21000 7.59130 0.00
H -15.43112 -11.29953 3.66864 0.00
H -18.65537 -12.50047 4.54551 0.00
O -15.28259 -10.86795 2.81188 0.00
Ni -18.08698 -14.52562 3.03482 1.82
H -13.50711 -14.94145 5.26365 0.00
H -16.87548 -18.04692 2.71711 0.00
H -16.01436 -15.22984 3.89101 0.00
H -14.10663 -14.64152 3.89678 0.00
H -16.39726 -13.40195 3.92087 0.00
H -15.79052 -14.23568 5.45690 0.02
H -20.03958 -12.71968 3.86942 0.00
H -14.90765 -12.18579 5.85058 0.00
```

Output
Electronic energy: -62576.9427 eV
Frontier orbital gap (alpha / beta): 9.8 / 8.3 eV
Relative energy (zero: lowest compared OMol25 entry of this formula, charge and spin): 0.0000 eV
2S+1: 3
Net charge: +1
HOMO level (alpha / beta): -0.49543 / -0.49531 Eh

No. 2
DFT (ωB97M-V/def2-TZVPD) results for a cluster of 13 separate species, BH28O12 in total at a distorted geometry.

```
41
Properties=species:S:1:pos:R:3:nbo_charge:R:1
O -0.64905 -0.72876 3.34066 -0.92
H -3.09205 0.40124 -2.52634 0.50
H -1.63705 -1.68876 -2.06434 0.53
O 0.86695 3.75924 0.81966 -0.94
H 1.97595 -3.17776 -1.90034 0.45
H 1.05895 3.60624 1.77266 0.47
H -2.32805 0.16224 -1.14334 0.52
O -0.05605 0.03224 -4.03934 -0.97
H -0.66705 1.07324 1.17766 -0.10
O 3.92495 1.98324 -0.00534 -0.92
H 0.33095 0.96124 -0.77634 -0.05
H 2.68795 -0.90576 2.02566 0.50
O -1.91005 -3.66276 0.20666 -0.94
H -2.21105 1.68924 0.23866 0.53
H -0.18705 -0.80376 0.14466 -0.05
O -3.21305 1.76724 0.33866 -1.02
O 2.39895 -0.65776 -1.62034 -1.00
H 0.38995 3.07124 0.50966 0.48
O -0.93905 -2.37276 -2.39634 -1.00
H 0.43895 -2.93276 -1.63234 0.52
B 0.22195 0.48524 0.30466 -0.75
H -1.92205 -4.49076 -0.44934 0.46
H -1.46405 -2.85676 -3.15834 0.49
H 4.09795 1.81424 -0.83234 0.45
H -1.77105 -2.92276 -0.41634 0.48
H 2.95595 1.91424 -0.06634 0.48
O -2.43105 -0.13476 -2.06734 -0.98
O 1.42895 -2.98676 -1.18434 -0.96
H 1.43995 0.58424 0.75066 -0.03
H -0.06805 0.95224 -3.88534 0.47
H -0.37905 -0.50176 -3.29234 0.50
H -0.72605 -0.30676 2.61166 0.46
O 2.95395 -0.75576 2.97966 -0.97
H -1.75905 3.47324 3.76066 0.46
H -0.66605 -1.59076 3.06266 0.46
H 2.45095 -0.12676 3.39666 0.47
O -1.38605 2.56824 4.13466 -0.93
H -0.49005 2.54324 3.76866 0.47
H 1.84095 -0.05576 -1.24834 0.48
H -3.65105 2.39324 0.77766 0.48
H 2.13895 -1.57476 -1.41734 0.48
```

Output
Electronic energy: -25698.8591 eV
Frontier orbital gap: 8.7 eV
Relative energy (zero: lowest compared OMol25 entry of this formula, charge and spin): 4.2772 eV
Net charge: -1
HOMO level: -0.23783 Eh

No. 3
DFT (ωB97M-V/def2-TZVPD) results for a cluster of 2 separate species, BH3O in total at a distorted geometry.

```
5
Properties=species:S:1:pos:R:3:nbo_charge:R:1
H -0.76384 -0.92674 0.00552 -0.15
H 1.39411 -0.70970 -0.20386 0.50
O 1.03543 0.13739 0.08961 -0.87
H -1.42734 1.46593 0.17618 -0.24
B -0.23836 0.03312 -0.06745 0.75
```

Output
Electronic energy: -2770.4156 eV
Frontier orbital gap: 9.9 eV
Relative energy (zero: lowest compared OMol25 entry of this formula, charge and spin): 2.2617 eV
Net charge: 0
HOMO level: -0.34767 Eh